Entry 1:
ORCA calculation (the ωB97M-V functional and the def2-TZVPD basis) on one molecule with the formula C7H12O3S in a non-equilibrium geometry.

Values from the calculation:
- HOMO (eV) = -9.3
- energy above the lowest of the compared OMol25 structures with the same formula, charge and spin (kJ/mol) = 194.6
- spin multiplicity = 1
- frontier orbital gap (eV) = 9.8
- charge = 0

Each line ends with the Löwdin charge.
Element x y z (Å)
C  -2.702  0.044  -0.789  -0.63
C  1.279  -0.353  0.327  -0.32
C  0.759  -0.147  -0.861  -0.38
C  -4.149  0.012  -0.335  0.01
C  0.534  -1.246  1.347  -0.06
C  2.645  0.222  0.742  -0.03
C  1.082  0.927  -1.832  -0.10
O  -2.169  0.951  -1.363  0.07
O  0.009  -2.647  -1.024  -0.46
O  -2.101  -1.151  -0.679  -0.23
S  -0.525  -1.408  -1.565  1.09
H  -4.499  1.116  -0.443  0.13
H  -4.152  -0.404  0.640  0.06
H  -4.686  -0.759  -0.999  0.12
H  -0.429  -1.586  0.967  0.04
H  0.447  -0.695  2.394  0.13
H  0.992  -2.180  1.549  0.06
H  2.980  1.258  0.344  0.11
H  3.324  -0.462  0.318  0.06
H  2.640  0.187  1.832  0.07
H  1.547  1.784  -1.300  0.08
H  0.028  1.123  -2.190  0.07
H  1.838  0.513  -2.564  0.10

Atoms 1-6, force components in eV/Å:
C -0.260 -1.055 -1.108
C -0.288 -0.521 1.353
C -1.353 -0.493 -0.406
C 0.019 1.004 -1.901
C 0.070 1.691 1.247
C -1.460 1.634 -0.138

=====

Entry 2:
ORCA calculation (the ωB97M-V functional and the def2-TZVPD basis) on C7H12O3Sc as an isolated structure in a non-equilibrium geometry.

Values from the calculation:
- HOMO (spin up / spin down) (eV) = -20.7 / -17.3
- energy above the lowest of the compared OMol25 structures with the same formula, charge and spin (kJ/mol) = 0.0
- spin multiplicity = 1
- frontier orbital gap (spin up / spin down) (eV) = 9.0 / 2.2
- charge = +3

Each line ends with the Löwdin charge.
Element x y z (Å)
C  -2.684  2.250  -0.301  0.22
C  -3.837  2.365  -0.960  0.26
H  -1.877  -1.161  0.124  0.16
H  -2.547  1.510  0.492  0.12
H  -4.071  3.255  -1.550  0.14
H  -4.583  1.567  -0.946  0.14
H  -1.916  3.020  -0.419  0.13
O  4.673  0.710  1.401  -0.01
C  3.614  0.677  0.710  -0.72
O  3.372  1.606  -0.116  -0.05
O  2.791  -0.334  0.879  0.09
C  1.604  -0.375  0.084  -0.12
C  0.883  -1.660  0.447  -0.10
C  -0.231  -2.038  -0.390  0.08
C  -1.557  -2.258  0.075  0.02
Sc  5.243  2.529  0.465  1.54
H  1.871  -0.359  -0.980  0.16
H  0.977  0.496  0.314  0.15
H  0.663  -1.771  1.518  0.16
H  1.542  -2.535  0.198  0.21
H  -0.054  -2.141  -1.468  0.17
H  -2.230  -2.701  -0.668  0.13
H  -1.647  -2.651  1.092  0.14

Atoms 1-6, force components in eV/Å:
C 3.144 0.499 2.442
C -3.581 0.089 -2.171
H 0.289 -0.651 0.123
H -0.063 0.165 -0.195
H -0.092 -0.018 0.240
H 0.084 0.101 -0.170

=====

Entry 3:
ORCA calculation (the ωB97M-V functional and the def2-TZVPD basis) on C7H12O3V as an isolated structure in a non-equilibrium geometry.

Values from the calculation:
- HOMO (spin up / spin down) (eV) = -8.3 / -13.5
- energy above the lowest of the compared OMol25 structures with the same formula, charge and spin (kJ/mol) = 60.9
- spin multiplicity = 5
- frontier orbital gap (spin up / spin down) (eV) = 2.7 / 7.8
- expectation value of S² = 6.00
- charge = +1

Each line ends with the Löwdin charge.
Element x y z (Å)
C  0.958  0.641  2.771  -0.01
C  1.835  1.229  3.625  0.13
H  0.158  1.229  1.928  0.14
H  0.706  -0.417  2.873  0.12
H  2.506  0.625  4.240  0.13
H  1.951  2.315  3.651  0.13
H  2.125  0.692  2.283  0.24
O  -0.878  -3.749  -3.216  -0.08
C  -0.267  -2.760  -2.729  -0.77
O  0.992  -2.735  -2.667  -0.13
O  -1.002  -1.785  -2.209  0.05
C  -0.330  -0.709  -1.552  -0.17
C  -1.384  0.298  -1.124  -0.17
C  -0.815  1.538  -0.537  -0.15
C  -1.117  2.038  0.692  -0.07
V  0.932  -4.438  -3.583  0.78
H  0.391  -0.253  -2.244  0.14
H  0.219  -1.100  -0.685  0.13
H  -2.127  -0.154  -0.453  0.13
H  -1.923  0.643  -2.028  0.15
H  -0.019  2.028  -1.111  0.12
H  -0.850  3.076  0.910  0.07
H  -2.061  1.752  1.166  0.08

Atoms 1-6, force components in eV/Å:
C -3.049 0.416 -2.676
C 0.926 0.351 0.015
H 2.244 -1.165 2.198
H 0.500 0.038 -0.040
H -0.329 0.135 0.212
H 0.190 -0.194 -0.188

=====

Entry 4:
ORCA calculation (the ωB97M-V functional and the def2-TZVPD basis) on C7H12O3Zn as an isolated structure in a non-equilibrium geometry.

Values from the calculation:
- HOMO (spin up / spin down) (eV) = -9.6 / -12.7
- energy above the lowest of the compared OMol25 structures with the same formula, charge and spin (kJ/mol) = 309.9
- spin multiplicity = 2
- frontier orbital gap (spin up / spin down) (eV) = 3.8 / 6.8
- expectation value of S² = 0.75
- charge = +1

Each line ends with the Löwdin charge.
Element x y z (Å)
C  2.358  -1.582  -1.112  -0.15
C  3.448  -1.895  -1.837  0.12
H  2.059  -0.246  0.103  0.17
H  1.809  -2.351  -0.564  0.10
H  3.401  -2.627  -2.646  0.11
H  4.378  -1.333  -1.728  0.11
H  1.827  -1.323  -2.118  0.15
O  -4.968  -0.111  0.784  -0.07
C  -3.908  0.218  0.189  -0.78
O  -3.848  0.268  -1.068  -0.12
O  -2.831  0.431  0.939  0.05
C  -1.596  0.692  0.276  -0.16
C  -0.551  0.936  1.352  -0.15
C  0.756  1.370  0.863  -0.05
C  1.967  0.723  1.113  -0.07
Zn  -5.653  -0.238  -1.015  0.80
H  -1.703  1.570  -0.375  0.14
H  -1.319  -0.172  -0.342  0.14
H  -0.470  0.115  2.077  0.14
H  -0.842  1.842  1.937  0.17
H  0.772  2.234  0.187  0.14
H  2.867  1.322  0.937  0.10
H  2.047  0.159  2.047  0.11

Atoms 1-6, force components in eV/Å:
C -1.787 2.067 2.333
C 1.627 0.090 -0.862
H 0.378 -0.444 -0.539
H -0.516 0.000 -0.603
H 0.206 0.053 -0.144
H 0.236 -0.273 -0.105

=====

Entry 5:
ORCA calculation (the ωB97M-V functional and the def2-TZVPD basis) on a 2-piece molecular cluster, C7H12O5 overall in a non-equilibrium geometry.

Values from the calculation:
- HOMO (eV) = -8.5
- energy above the lowest of the compared OMol25 structures with the same formula, charge and spin (kJ/mol) = 294.4
- spin multiplicity = 1
- frontier orbital gap (eV) = 9.2
- charge = 0

Each line ends with the Löwdin charge.
Element x y z (Å)
C  -3.478  0.627  0.562  -0.07
C  -2.992  0.568  -0.882  -0.09
C  0.837  0.170  1.027  -0.08
C  -2.620  -0.560  0.042  -0.20
C  1.680  1.109  -0.020  -0.42
C  -1.208  -0.778  0.351  -0.49
C  1.768  0.151  -1.145  -0.01
O  -0.556  0.327  0.758  0.00
O  2.911  1.430  0.450  -0.04
O  -0.667  -1.851  0.254  0.10
O  0.612  0.073  -1.770  0.03
O  4.148  -1.141  0.273  -0.02
H  -2.904  1.188  1.311  0.11
H  -4.514  0.282  0.751  0.11
H  -3.696  0.312  -1.649  0.09
H  -2.156  1.384  -1.092  0.16
H  1.209  -0.975  0.931  0.15
H  1.283  0.513  2.055  0.16
H  -3.056  -1.458  0.022  0.10
H  1.157  1.969  -0.251  0.13
H  3.570  0.689  0.258  0.09
H  3.339  -1.674  0.227  0.05
H  0.553  -0.732  -2.310  0.12
H  4.781  -1.621  -0.152  0.00

Atoms 1-6, force components in eV/Å:
C 0.699 -1.578 -0.405
C 1.551 2.029 0.985
C 2.982 -0.621 0.236
C 1.193 3.440 0.364
C -0.356 -3.204 0.122
C 0.546 -0.173 0.469

=====

Entry 6:
ORCA calculation (the ωB97M-V functional and the def2-TZVPD basis) on one molecule with the formula C7H12S in a non-equilibrium geometry.

Values from the calculation:
- HOMO (eV) = -9.2
- SMILES string = C#C[C@@H](S)C(C)(C)C
- energy above the lowest of the compared OMol25 structures with the same formula, charge and spin (kJ/mol) = 376.9
- spin multiplicity = 1
- frontier orbital gap (eV) = 9.8
- charge = 0

Each line ends with the Löwdin charge.
Element x y z (Å)
C  -1.732  -2.450  -0.008  0.11
C  -1.545  -1.304  -0.291  -0.23
C  0.948  1.720  -0.606  -0.05
C  1.458  -0.777  -0.598  -0.07
C  0.560  0.245  1.535  -0.06
C  -1.063  0.054  -0.499  -0.39
C  0.507  0.306  -0.029  -0.52
S  -2.465  1.239  0.547  0.60
H  -2.117  -3.477  0.204  0.06
H  0.868  2.393  0.251  0.07
H  2.008  1.715  -1.006  0.09
H  0.435  2.067  -1.473  0.06
H  2.489  -0.852  -0.192  0.10
H  0.952  -1.725  -0.340  0.07
H  1.503  -0.823  -1.641  0.06
H  0.877  -0.713  1.733  0.04
H  -0.381  0.700  1.858  0.03
H  1.470  0.791  1.908  0.10
H  -1.127  0.346  -1.494  0.06
H  -3.645  0.547  0.143  -0.12

Atoms 1-6, force components in eV/Å:
C -1.349 -2.403 0.370
C 1.006 1.052 0.054
C 1.255 -1.088 0.986
C -1.367 -1.340 1.761
C 1.130 2.960 -2.123
C 0.161 0.023 2.823

=====

Entry 7:
ORCA calculation (the ωB97M-V functional and the def2-TZVPD basis) on one molecule with the formula C7H12Si2 in a non-equilibrium geometry.

Values from the calculation:
- HOMO (spin up / spin down) (eV) = -5.3 / -9.5
- spin multiplicity = 3
- frontier orbital gap (spin up / spin down) (eV) = 6.2 / 6.7
- expectation value of S² = 2.03
- charge = 0

Each line ends with the Löwdin charge.
Element x y z (Å)
C  -3.190  -0.314  0.115  -0.10
C  -2.640  -0.528  -1.078  -0.14
C  -2.288  -0.066  1.200  -0.02
C  -1.296  -0.398  -1.316  -0.10
C  -0.922  0.119  0.941  -0.12
C  -0.371  -0.008  -0.276  -0.39
C  2.004  1.950  0.114  -0.26
Si  2.537  -1.310  0.378  0.45
Si  1.371  0.337  -0.641  0.40
H  -4.207  -0.402  0.330  0.09
H  -3.311  -1.059  -1.833  0.14
H  -2.730  -0.043  2.134  0.08
H  -0.911  -0.375  -2.381  0.11
H  -0.315  0.319  1.735  0.07
H  1.279  2.704  -0.116  0.01
H  2.009  1.908  1.208  0.03
H  2.928  2.200  -0.375  0.02
H  1.472  -1.845  1.504  -0.07
H  3.978  -1.022  1.047  -0.09
H  2.867  -2.526  -0.521  -0.12
H  1.737  0.358  -2.169  0.00

Atoms 1-6, force components in eV/Å:
C 0.108 0.050 -0.774
C -3.296 -2.211 -1.764
C 1.098 0.549 -0.143
C 1.271 -0.147 -3.845
C -0.923 -0.298 -0.361
C 0.449 0.484 0.333

=====

Entry 8:
ORCA calculation (the ωB97M-V functional and the def2-TZVPD basis) on C7H13AlClFN as an isolated structure in a non-equilibrium geometry.

Values from the calculation:
- HOMO (eV) = -5.3
- spin multiplicity = 1
- frontier orbital gap (eV) = 8.7
- charge = -1

Each line ends with the Löwdin charge.
Element x y z (Å)
C  -2.606  2.127  -1.607  -0.18
C  -3.757  1.200  -0.829  -0.36
C  -3.239  0.682  0.663  -0.33
Al  -1.612  -0.552  0.456  -0.08
F  -0.090  0.396  1.059  -0.39
Cl  -1.361  -1.382  -1.637  0.03
H  -2.553  3.163  -1.020  0.07
H  -1.549  1.600  -1.608  0.04
H  -2.942  2.367  -2.727  0.07
H  -4.695  1.891  -0.606  0.09
H  -4.013  0.256  -1.477  0.08
H  -2.982  1.660  1.273  0.05
H  -4.148  0.164  1.229  0.05
H  -1.824  -1.780  1.432  -0.11
N  2.757  -0.671  0.239  0.02
C  3.240  -0.768  1.518  -0.14
C  4.435  -1.450  1.471  -0.14
C  4.686  -1.769  0.115  -0.14
C  3.635  -1.274  -0.624  -0.15
H  1.890  -0.223  -0.027  0.12
H  2.692  -0.347  2.350  0.11
H  5.061  -1.689  2.322  0.08
H  5.541  -2.302  -0.280  0.08
H  3.436  -1.300  -1.687  0.10

Atoms 1-6, force components in eV/Å:
C -0.760 0.184 0.404
C 0.259 0.425 0.677
C -0.864 1.292 -0.728
Al 0.705 1.163 1.079
F -1.447 -1.131 -1.137
Cl 0.070 0.423 0.552

=====

Entry 9:
ORCA calculation (the ωB97M-V functional and the def2-TZVPD basis) on a 2-piece molecular cluster, C7H13BrClFO2 overall in a non-equilibrium geometry.

Values from the calculation:
- HOMO (spin up / spin down) (eV) = -7.5 / -7.9
- energy above the lowest of the compared OMol25 structures with the same formula, charge and spin (kJ/mol) = 0.0
- spin multiplicity = 1
- frontier orbital gap (spin up / spin down) (eV) = 7.9 / 8.4
- charge = 0

Each line ends with the Löwdin charge.
Element x y z (Å)
C  2.933  0.603  0.101  -0.08
C  1.465  2.807  -0.128  0.01
C  -1.640  -0.537  -1.464  -0.12
C  -2.688  -2.672  0.283  -0.14
C  1.719  1.385  0.556  -0.41
C  -2.045  -0.394  -0.035  -0.74
C  0.283  -0.409  0.866  -0.72
O  -2.861  -1.362  0.585  -0.20
O  0.536  0.710  0.190  -0.19
F  0.354  -0.279  2.262  -0.03
Cl  1.032  -1.987  0.423  0.65
Br  -2.402  1.347  0.553  0.86
H  3.894  1.242  0.277  0.11
H  3.087  -0.260  0.820  0.06
H  2.834  0.264  -0.999  0.11
H  1.215  3.588  0.497  0.04
H  0.688  2.500  -0.797  0.06
H  2.359  3.182  -0.698  0.09
H  -1.064  0.178  -1.847  0.02
H  -2.545  -0.678  -2.017  0.08
H  -1.005  -1.589  -1.614  0.14
H  -3.097  -2.890  -0.699  0.08
H  -3.234  -3.279  1.024  0.10
H  -1.533  -2.876  0.252  0.09
H  1.717  1.405  1.607  0.12

Atoms 1-6, force components in eV/Å:
C 1.925 0.087 -0.032
C 2.643 -2.675 -1.126
C -0.741 -6.221 1.572
C 2.560 -2.154 -0.753
C 0.891 2.169 -1.450
C 1.766 -1.666 1.770

=====

Entry 10:
ORCA calculation (the ωB97M-V functional and the def2-TZVPD basis) on one molecule with the formula C7H13Cl in a non-equilibrium geometry.

Values from the calculation:
- HOMO (eV) = -10.3
- SMILES string = C[C@@H]1C[C@@H](C)C1CCl
- energy above the lowest of the compared OMol25 structures with the same formula, charge and spin (kJ/mol) = 4.8
- spin multiplicity = 1
- frontier orbital gap (eV) = 11.4
- charge = 0

Each line ends with the Löwdin charge.
Element x y z (Å)
C  -1.622  -1.136  -1.004  -0.08
C  -0.383  -1.221  -0.124  -0.33
C  -0.582  -1.293  1.413  -0.11
C  0.657  -0.373  1.592  -0.33
C  1.930  -1.127  1.959  -0.07
C  0.557  -0.006  0.087  -0.33
C  -0.052  1.375  -0.104  -0.56
H  -2.245  -2.037  -0.882  0.08
H  -2.261  -0.298  -0.704  0.07
H  -1.331  -1.019  -2.038  0.06
H  0.243  -2.071  -0.451  0.14
H  -1.510  -0.799  1.715  0.11
H  -0.552  -2.264  1.913  0.11
H  0.504  0.454  2.282  0.13
H  2.102  -1.973  1.263  0.09
H  2.813  -0.450  1.921  0.08
H  1.866  -1.482  2.993  0.08
H  1.536  -0.022  -0.499  0.15
H  0.586  2.134  0.359  0.08
H  -1.063  1.466  0.341  0.08
Cl  -0.219  1.827  -1.831  0.55

Atoms 1-6, force components in eV/Å:
C -0.084 -0.095 0.606
C 0.108 -0.611 0.123
C -0.006 0.201 -0.043
C 0.025 -0.406 -0.109
C 0.407 0.347 -0.109
C 0.925 0.545 -0.759